[1]
Entry from the Open Molecules 2025 dataset: a molecular structure, C63H55O2P2SSiSn (ωB97M-V/def2-TZVPD).

Geometry (Å):
Sn (1.77, -0.33, -0.37)
S (0.03, -0.98, -2.26)
P (2.88, -2.49, -1.47)
P (-0.12, -1.55, 1.07)
Si (-3.11, 2.09, -0.44)
O (-1.75, 1.25, 0.20)
O (-0.38, 0.12, -3.13)
C (2.43, -3.86, -3.83)
C (3.01, 2.18, 3.02)
C (2.00, -4.86, -0.44)
C (-1.69, 0.92, 1.60)
C (-1.45, -2.00, -0.09)
C (3.39, -6.65, 0.36)
C (0.07, -4.89, 3.40)
C (1.46, 3.85, 2.13)
C (4.40, -4.61, -0.42)
C (-4.29, 0.73, -2.64)
C (-1.70, 4.54, 0.15)
C (2.53, 4.34, 1.25)
C (0.52, 0.49, 2.69)
C (-0.27, -2.70, 2.47)
C (-0.72, -4.56, 4.49)
C (0.09, -2.49, -4.50)
C (-1.56, 5.92, 0.15)
C (-2.82, 2.10, -4.56)
C (4.00, 2.84, 2.28)
C (3.13, -4.09, -0.69)
C (2.12, -6.14, 0.08)
C (-3.83, 4.75, -0.91)
C (4.46, -1.80, -1.97)
C (4.52, -5.89, 0.11)
C (-4.51, 0.48, -3.99)
C (-3.70, 6.13, -0.91)
C (-2.84, 3.93, -0.37)
C (0.62, -3.44, -5.36)
C (-4.59, 1.56, 0.55)
C (1.93, -2.90, -2.95)
C (-3.60, -3.04, -0.47)
C (0.30, -3.97, 2.39)
C (6.03, -0.98, -3.59)
C (3.79, 3.84, 1.31)
C (1.77, -4.14, -5.01)
C (-1.28, -3.29, 4.58)
C (-3.55, -2.70, -1.82)
C (0.74, -2.25, -3.29)
C (-3.78, 1.17, -4.95)
C (-1.06, -2.35, 3.58)
C (1.70, 2.61, 2.86)
C (5.35, -1.45, -0.94)
C (-0.45, 0.10, 1.87)
C (-2.57, -2.68, 0.38)
C (-6.90, 0.65, 1.87)
C (-2.60, 2.34, -3.21)
C (-6.72, 2.00, 1.63)
C (-1.38, -1.74, -1.47)
C (-5.57, 2.45, 0.98)
C (-0.81, 2.51, 3.32)
C (6.92, -0.66, -2.58)
C (4.92, 4.35, 0.45)
C (6.58, -0.89, -1.25)
C (4.80, -1.55, -3.29)
C (-1.77, 2.12, 2.50)
C (-2.56, 6.72, -0.37)
C (-5.93, -0.26, 1.46)
C (1.34, 5.00, 3.24)
C (3.42, 1.06, 3.95)
C (-2.43, -2.04, -2.32)
C (0.53, 1.82, 3.42)
C (-3.31, 1.65, -2.22)
C (-4.79, 0.20, 0.80)
H (0.75, 1.65, 4.48)
H (4.11, -1.79, -4.10)
H (-0.89, -5.28, 5.28)
H (4.33, 1.33, 4.48)
H (-3.98, 1.00, -6.00)
H (2.29, 5.14, 3.75)
H (-4.71, 4.31, -1.37)
H (-7.47, 2.72, 1.94)
H (1.01, -4.48, -0.69)
H (2.66, 0.84, 4.70)
H (-6.07, -1.32, 1.64)
H (-5.29, -0.21, -4.29)
H (-1.89, -3.02, 5.43)
H (7.89, -0.23, -2.82)
H (5.03, 2.52, 2.45)
H (2.29, 5.19, 0.63)
H (0.93, -4.24, 1.55)
H (-4.06, -0.52, 0.45)
H (1.24, -6.75, 0.26)
H (1.04, 5.93, 2.75)
H (0.49, 3.85, 1.63)
H (-5.44, 3.52, 0.82)
H (0.52, -5.88, 3.34)
H (-0.91, 3.92, 0.55)
H (-7.79, 0.30, 2.37)
H (0.58, 4.73, 3.97)
H (-4.36, -2.96, -2.48)
H (2.17, -4.88, -5.69)
H (3.49, -7.65, 0.76)
H (-4.89, 0.21, -1.90)
H (-2.57, 0.31, 1.84)
H (-2.27, 2.65, -5.31)
H (6.30, -0.79, -4.63)
H (-4.48, 6.75, -1.34)
H (5.29, -4.03, -0.64)
H (5.50, -6.30, 0.31)
H (-2.65, -2.91, 1.44)
H (-0.78, -1.92, -4.78)
H (-0.66, 6.39, 0.56)
H (0.12, -3.64, -6.30)
H (3.63, 0.13, 3.41)
H (7.28, -0.65, -0.46)
H (3.34, -4.39, -3.58)
H (1.36, -0.16, 2.89)
H (4.83, 3.96, -0.56)
H (-2.46, 7.80, -0.37)
H (5.89, 4.05, 0.84)
H (-4.46, -3.56, -0.08)
H (-2.72, 2.64, 2.50)
H (5.09, -1.63, 0.10)
H (-0.99, 3.35, 3.98)
H (-1.51, -1.38, 3.66)
H (4.91, 5.44, 0.38)
H (-1.87, 3.10, -2.92)
H (-2.40, -1.76, -3.36)

Strongest force on any atom (eV/Å): 0.86
Highest occupied orbital energy (eV): -14.632
HOMO-LUMO gap (eV): 5.66
Total charge: +3
LUMO energy (eV): -8.97
M (g/mol): 1084.94


[2]
Entry from the Open Molecules 2025 dataset: a molecular structure, C63H56KN8O5S4 (ωB97M-V/def2-TZVPD).

Geometry (Å):
K (0.12, 0.19, 0.30)
S (-1.65, 0.59, -3.49)
S (2.98, -1.92, -0.65)
S (4.84, -0.06, -1.55)
S (2.49, 1.88, -1.82)
O (-1.64, -6.55, 1.40)
O (-0.13, -2.92, 3.27)
O (-0.37, -0.99, 2.22)
O (-6.05, -1.27, -2.47)
O (-0.68, -5.28, 3.00)
N (-3.82, 2.02, -2.95)
N (4.56, -1.50, -1.09)
N (1.17, 1.55, -1.36)
N (-1.76, -4.45, -0.32)
N (3.91, 1.11, -1.31)
N (-1.25, -2.32, -0.14)
N (2.04, -0.86, -0.42)
N (-4.06, -0.25, -2.74)
C (-1.26, 3.81, 0.22)
C (4.45, -3.63, 2.71)
C (7.44, 2.00, 0.75)
C (-5.67, 1.03, -6.57)
C (-5.37, -0.48, -3.11)
C (2.60, 2.88, -5.78)
C (2.50, -4.88, 2.02)
C (-4.08, 4.28, -3.89)
C (-1.71, 4.77, 2.43)
C (7.51, -0.25, -0.90)
C (8.67, 0.19, -0.27)
C (2.39, 0.61, -4.21)
C (3.46, -4.11, -2.33)
C (2.39, 4.15, -0.36)
C (-2.05, 3.52, 2.87)
C (3.32, -3.06, 0.69)
C (2.41, 1.64, -6.37)
C (2.61, -3.04, -2.02)
C (-3.17, 3.30, -3.15)
C (-1.00, -2.94, 1.06)
C (-5.90, 0.20, -4.32)
C (-5.11, 0.46, -5.44)
C (2.40, -4.08, 0.89)
C (-0.89, 4.03, -1.13)
C (3.20, -4.87, -3.46)
C (3.12, 3.51, -1.34)
C (4.05, 5.90, -0.33)
C (6.44, 0.85, -5.13)
C (3.53, -4.65, 2.92)
C (2.29, 0.50, -5.58)
C (-1.22, -5.48, 1.87)
C (-5.30, 4.69, -3.08)
C (6.28, 1.57, 0.12)
C (-0.62, 5.28, -1.61)
C (4.31, 4.03, -1.82)
C (-1.31, -4.28, 0.96)
C (-1.58, 2.50, 0.69)
C (2.86, 5.36, 0.15)
C (-0.67, 6.40, -0.76)
C (4.34, -2.82, 1.58)
C (5.30, -1.38, -3.92)
C (1.28, -3.48, -3.95)
C (-7.02, 1.34, -6.61)
C (8.63, 1.31, 0.55)
C (1.53, -2.73, -2.81)
C (2.12, -4.55, -4.27)
C (4.77, 5.24, -1.31)
C (6.33, 0.45, -0.70)
C (-1.70, -3.25, -0.95)
C (2.62, 1.84, -3.62)
C (-1.99, 2.40, 2.00)
C (-0.47, -2.20, 2.23)
C (5.44, -0.19, -3.23)
C (-1.00, 6.24, 0.56)
C (6.29, -0.33, -5.85)
C (-3.22, 0.83, -3.06)
C (-1.32, 4.96, 1.08)
C (2.71, 2.99, -4.40)
C (6.03, 0.92, -3.81)
C (-2.07, -3.08, -2.38)
C (-7.82, 1.06, -5.51)
C (-7.27, 0.48, -4.38)
C (5.73, -1.45, -5.24)
H (-1.75, 5.63, 3.09)
H (4.86, 3.51, -2.59)
H (9.60, -0.34, -0.42)
H (6.89, 1.71, -5.60)
H (6.16, 1.82, -3.23)
H (2.12, -0.46, -6.04)
H (-5.05, 1.22, -7.44)
H (-2.89, 3.72, -2.18)
H (-0.37, -3.95, 3.16)
H (-5.82, 5.52, -3.56)
H (-0.83, 3.16, -1.77)
H (-0.35, 5.42, -2.66)
H (-1.04, 7.10, 1.23)
H (-5.01, 5.01, -2.08)
H (5.71, 5.65, -1.67)
H (3.61, -5.26, 3.81)
H (-0.44, 7.39, -1.15)
H (2.25, -0.25, -3.56)
H (9.54, 1.66, 1.03)
H (1.92, -5.13, -5.16)
H (-4.06, 0.20, -5.44)
H (2.32, 1.56, -7.45)
H (4.85, -2.23, -3.43)
H (5.25, -3.45, 3.42)
H (2.65, 3.77, -6.39)
H (0.89, -1.90, -2.52)
H (-2.26, 3.11, -3.71)
H (4.41, 6.84, 0.07)
H (7.52, -1.12, -1.54)
H (5.04, -2.01, 1.40)
H (-1.50, -3.78, -3.00)
H (2.84, 3.96, -3.93)
H (-2.08, -5.34, -0.65)
H (6.60, -0.38, -6.88)
H (3.84, -5.70, -3.70)
H (-1.83, -2.06, -2.70)
H (0.44, -3.24, -4.59)
H (-6.02, 3.87, -2.99)
H (1.77, -5.65, 2.20)
H (5.33, 2.09, 0.23)
H (-7.88, 0.24, -3.52)
H (-4.40, 3.82, -4.84)
H (5.62, -2.37, -5.79)
H (-2.38, 3.39, 3.90)
H (-7.46, 1.79, -7.49)
H (-2.29, 1.43, 2.40)
H (-8.88, 1.28, -5.54)
H (1.59, -4.23, 0.18)
H (-3.48, 5.16, -4.13)
H (-3.66, -0.93, -2.11)
H (7.40, 2.87, 1.39)
H (-3.13, -3.28, -2.55)
H (-4.71, 2.03, -2.48)
H (2.28, 5.87, 0.91)
H (1.48, 3.69, -0.01)
H (4.30, -4.32, -1.68)

Strongest force on any atom (eV/Å): 2.30
Highest occupied orbital energy (eV): -3.020
HOMO-LUMO gap (eV): 4.52
Total charge: -1
Relative energy (zero: lowest compared OMol25 entry of this formula, charge and spin) (kcal per mole): 9.3
LUMO energy (eV): 1.50
M (g/mol): 1172.56


[3]
Entry from the Open Molecules 2025 dataset: 11 unconnected molecules or ions with the total composition C63H57N11O21 (ωB97M-V/def2-TZVPD).

Geometry (Å):
O (-4.70, -0.47, -4.75)
O (1.26, 0.89, 0.13)
O (-2.71, 4.92, 2.02)
O (-6.11, -1.43, 0.74)
O (2.72, -1.40, 4.36)
O (-0.79, -2.43, 4.23)
O (-5.78, 2.25, -4.61)
O (4.43, 2.86, -6.17)
O (-1.68, -3.26, 2.55)
O (6.62, 3.73, 0.83)
O (4.60, 1.27, -4.74)
O (4.40, -2.60, 4.94)
O (-3.20, -1.21, -6.04)
O (-5.93, -1.66, 2.82)
O (1.69, -6.42, -1.17)
O (2.53, -4.17, -5.32)
O (-5.70, 2.21, -2.47)
O (0.71, -4.48, -0.99)
O (-1.78, 3.56, 0.64)
O (5.68, 2.18, -0.31)
O (2.84, -3.98, -3.21)
N (5.84, 2.85, 0.69)
N (-0.86, 1.10, -0.38)
N (2.52, -3.52, -4.32)
N (-5.18, 2.34, -3.57)
N (3.65, -2.16, 4.14)
N (-3.73, -1.11, -4.95)
N (-1.69, -3.00, 3.71)
N (1.41, -5.41, -0.61)
N (4.23, 2.35, -5.10)
N (-5.85, -0.97, 1.80)
N (-1.73, 4.40, 1.53)
C (0.67, 6.66, 2.86)
C (-5.41, 3.15, 2.04)
C (3.94, -2.53, 2.77)
C (-1.94, -3.46, -1.89)
C (3.18, 2.60, -2.91)
C (-2.84, -3.30, 4.51)
C (1.42, -4.50, 2.94)
C (-0.54, 6.22, 2.44)
C (1.19, -4.40, 1.57)
C (-3.09, 3.01, -2.45)
C (-3.22, -2.87, -1.73)
C (4.97, 2.59, 1.85)
C (1.98, -2.14, -4.35)
C (-5.33, 0.99, 3.11)
C (3.19, 1.34, 2.78)
C (1.82, 4.69, 2.26)
C (-3.78, -2.07, -2.69)
C (1.19, -0.07, -3.40)
C (3.32, -1.80, 1.79)
C (-1.08, 3.13, -3.74)
C (1.86, -1.59, -5.64)
C (-5.82, 1.20, 0.73)
C (-5.81, 2.58, 0.81)
C (-1.79, -2.33, -4.04)
C (3.47, 1.87, 4.03)
C (3.32, 4.47, -4.45)
C (-3.09, 2.37, -4.81)
C (-2.25, 0.75, -0.55)
C (-3.75, 2.56, -3.60)
C (-1.72, 2.58, -4.86)
C (-5.08, -4.12, 4.60)
C (5.21, 3.22, 3.02)
C (3.45, -2.15, 0.47)
C (-1.26, -3.24, -3.09)
C (5.05, -3.82, 1.04)
C (2.64, 3.41, -1.99)
C (0.18, 0.30, -0.05)
C (1.66, -1.39, -3.25)
C (4.46, 2.81, 4.13)
C (-5.06, -4.04, 5.97)
C (-1.75, 3.34, -2.54)
C (-3.91, -3.55, 6.61)
C (1.81, -5.34, 0.82)
C (2.56, -6.37, 1.31)
C (-3.08, -1.84, -3.82)
C (-0.45, 4.92, 1.99)
C (-2.77, -3.28, 5.90)
C (-5.62, 0.49, 1.86)
C (3.91, 1.72, 1.66)
C (1.41, -0.28, -5.77)
C (3.49, 3.15, -4.12)
C (1.82, 5.93, 2.84)
C (0.02, -1.18, -0.02)
C (2.70, -6.50, 2.65)
C (0.66, 4.11, 1.82)
C (4.76, -3.58, 2.37)
C (1.08, 0.49, -4.66)
C (2.43, 4.74, -2.26)
C (4.29, -3.18, 0.09)
C (2.14, -5.56, 3.45)
C (-5.17, 2.36, 3.18)
C (-3.94, -3.77, 3.86)
C (2.81, 5.31, -3.51)
H (-3.97, -3.46, 7.68)
H (0.95, -1.61, -0.51)
H (0.47, -3.76, 1.16)
H (-2.52, 0.86, -1.60)
H (2.66, 6.42, -3.72)
H (0.01, -1.48, 1.00)
H (-6.08, 0.72, -0.17)
H (-5.87, -4.48, 6.51)
H (3.37, -7.25, 3.02)
H (3.53, 4.82, -5.46)
H (-2.47, -0.22, -0.19)
H (-1.49, 6.63, 2.55)
H (2.92, -1.55, -0.28)
H (3.71, 1.36, 0.67)
H (0.54, 1.42, -4.85)
H (5.84, -4.55, 0.77)
H (-5.15, 4.23, 2.04)
H (0.80, 7.70, 3.18)
H (1.80, -1.79, -2.27)
H (3.42, 1.58, -2.78)
H (-0.89, -1.49, -0.50)
H (-0.23, -3.54, -3.04)
H (1.91, 5.33, -1.56)
H (2.90, -7.15, 0.62)
H (4.62, 3.29, 5.10)
H (-5.05, 0.29, 3.89)
H (2.67, -1.02, 2.12)
H (-1.26, 3.72, -1.67)
H (-3.64, 2.00, -5.68)
H (-6.06, 3.24, 0.01)
H (6.07, 3.90, 3.07)
H (-1.85, -2.92, 6.31)
H (-1.23, 2.29, -5.80)
H (-1.61, -4.18, -1.12)
H (0.59, 3.07, 1.64)
H (-5.03, 2.86, 4.10)
H (5.38, -4.08, 3.05)
H (-4.01, -3.73, 2.80)
H (-5.93, -4.47, 4.05)
H (2.76, 6.37, 3.17)
H (-2.87, 1.48, -0.03)
H (-0.03, 3.33, -3.83)
H (-4.73, -1.61, -2.54)
H (2.25, 0.80, 2.72)
H (-3.68, -3.00, -0.78)
H (0.99, 0.50, -2.50)
H (-1.28, -1.93, -4.91)
H (2.98, 1.51, 4.93)
H (2.02, -2.25, -6.45)
H (4.51, -3.40, -0.96)
H (2.74, 4.14, 2.31)
H (-3.69, 3.09, -1.60)
H (1.10, 0.12, -6.76)
H (1.01, -3.75, 3.63)
H (2.25, -5.56, 4.48)
H (2.28, 3.02, -1.10)
H (-0.68, 2.08, -0.38)

Strongest force on any atom (eV/Å): 3.35
Highest occupied orbital energy (eV): -9.618
HOMO-LUMO gap (eV): 8.52
Structure (SMILES): O=[N+]([O-])c1ccccc1.O=[N+]([O-])c1ccccc1.O=[N+]([O-])c1ccccc1.O=[N+]([O-])c1ccccc1.O=[N+]([O-])c1ccccc1.O=[N+]([O-])c1ccccc1.O=[N+]([O-])c1ccccc1.O=[N+]([O-])c1ccccc1.O=[N+]([O-])c1ccccc1.O=[N+]([O-])c1ccccc1.CNC(C)=O
Total charge: 0
Relative energy (zero: lowest compared OMol25 entry of this formula, charge and spin) (kcal per mole): 8.9
LUMO energy (eV): -1.09
M (g/mol): 1304.20